Record 1
{"formula": "C4H12", "method": "ωB97M-V/def2-TZVPD", "orbital_gap_ev": [2.848, 11.674], "total_charge": -1, "lumo_energy_ev": [4.332, 4.397], "de_lowest_kj_mol": 109.01, "multiplicity": 2, "e_tot_ha": -159.488630, "species": ["C", "C", "C", "C", "H", "H", "H", "H", "H", "H", "H", "H", "H", "H", "H", "H"], "xyz": [[1.12290, 1.50438, -1.88496], [-0.68175, -1.28819, 1.59578], [-0.90889, -0.44660, 2.80101], [0.57598, 0.11852, -2.50454], [-2.05735, -0.45064, 2.95996], [-0.41465, 0.22072, -2.93443], [1.38873, -0.24190, -3.10684], [0.54125, 2.39349, -2.11164], [-1.23005, -2.13587, 1.63377], [0.50465, -0.63299, -1.73267], [1.06679, 1.37869, -0.82193], [-0.47429, -0.84487, 3.70308], [-0.78493, 0.69375, 2.68906], [-1.03631, -0.52664, 0.86643], [0.30596, -1.51069, 1.19405], [2.08197, 1.76883, -2.34612]]}



Record 2
{"formula": "C30H34AuNO7S2", "method": "ωB97M-V/def2-TZVPD", "orbital_gap_ev": [2.393, 4.453], "total_charge": -2, "lumo_energy_ev": [3.399, 3.399], "de_lowest_kj_mol": 0.00, "multiplicity": 3, "e_tot_ha": -2676.941624, "species": ["Au", "S", "S", "O", "O", "O", "O", "O", "O", "O", "N", "C", "C", "C", "C", "C", "C", "C", "C", "C", "C", "C", "C", "C", "C", "C", "C", "C", "C", "C", "C", "C", "C", "C", "C", "C", "C", "C", "C", "C", "C", "H", "H", "H", "H", "H", "H", "H", "H", "H", "H", "H", "H", "H", "H", "H", "H", "H", "H", "H", "H", "H", "H", "H", "H", "H", "H", "H", "H", "H", "H", "H", "H", "H", "H"], "xyz": [[0.65470, 1.44112, 0.46594], [-0.26302, 4.06598, 3.53253], [0.52560, 0.19610, 2.65278], [-4.03444, -3.81947, -3.81599], [-3.32087, -7.54932, -1.65922], [-0.91905, 4.71627, 4.63001], [-1.31928, -2.58434, 0.44183], [-0.33698, 4.66707, 2.21555], [-3.09157, -7.15442, -3.82980], [-5.14404, -5.47942, -2.74993], [-0.60284, 2.45073, 3.44424], [-2.72138, -6.38926, -5.00321], [-3.07648, -4.98838, -0.71150], [4.07104, 2.82507, 3.96449], [-0.35342, -4.28176, 1.89861], [-2.86964, -5.26527, -2.22100], [-4.05117, -4.73185, -2.99568], [2.48913, 4.67931, 3.90884], [-3.08176, -6.74422, -2.54112], [1.70812, 2.37961, 3.86291], [2.17875, -0.72063, -0.01808], [1.92738, -0.97342, -1.38006], [-2.42848, 0.57569, -0.09928], [0.48778, 1.69812, 3.43953], [2.63520, 1.22206, -1.24586], [-1.54193, -3.85442, 1.02893], [-6.30371, -5.02885, -3.45035], [3.02358, 1.90572, 3.86404], [-1.66797, -4.87010, -0.13107], [-0.86178, -4.21840, -1.27735], [-1.78385, 1.52164, 0.73231], [-2.14547, 0.88922, -1.46152], [2.18840, 0.21925, -2.12680], [2.66767, 0.65212, 0.11094], [-1.33642, 2.03146, -1.51023], [1.45623, 3.75205, 3.89076], [3.80641, 4.20277, 3.98547], [-2.81511, -3.74487, 1.89234], [-1.48250, -4.65677, -2.60938], [-1.11974, 2.51095, -0.14562], [-1.07802, -2.73481, -0.97538], [2.04345, -1.44643, 0.78084], [2.99204, 2.20988, -1.53368], [-1.66151, -3.81170, -3.28445], [4.63191, 4.91451, 4.06180], [-0.65496, -5.16422, 2.47960], [-1.96417, -5.61714, -4.81887], [5.10416, 2.46612, 4.00068], [3.20101, 0.83074, 3.76668], [-0.05064, -3.49183, 2.59545], [-6.58977, -4.02461, -3.11052], [-1.27571, -5.86746, 0.11980], [-0.91978, 3.53135, 0.16540], [0.52436, -4.54886, 1.29910], [0.21774, -4.44163, -1.20982], [-1.95055, -2.31904, -1.51490], [-6.11888, -5.00037, -4.53218], [2.08710, 0.29432, -3.20847], [3.28027, 1.02255, 0.92423], [-3.27685, -4.73461, 2.01666], [-1.90221, 1.62462, 1.80484], [-2.31204, -7.14139, -5.68244], [-3.58845, -4.01907, -0.60152], [-3.66485, -5.77775, -0.22859], [-3.10147, -0.21765, 0.23121], [-2.56659, 0.34943, -2.31932], [-7.07550, -5.75689, -3.21033], [-3.60975, -5.93690, -5.45902], [-3.57023, -3.07773, 1.46249], [-0.94602, 2.50264, -2.41365], [-0.19464, -2.14898, -1.28539], [2.24675, 5.73476, 3.87448], [-0.83298, -5.37718, -3.12886], [1.66506, -1.93594, -1.80779], [-2.53888, -3.33247, 2.87370]]}